No. 1
{
  "formula": "C40H60BrCl36FN2O4",
  "method": "ωB97M-V/def2-TZVPD",
  "species": ["C", "C", "C", "C", "C", "C", "C", "Br", "O", "C", "C", "C", "C", "C", "O", "C", "C", "C", "C", "N", "C", "C", "N", "C", "C", "F", "C", "C", "C", "C", "C", "C", "O", "C", "C", "O", "H", "H", "H", "H", "H", "H", "H", "H", "H", "H", "H", "H", "H", "H", "H", "H", "H", "H", "H", "H", "H", "H", "H", "H", "H", "H", "H", "H", "H", "H", "H", "H", "H", "H", "H", "H", "H", "H", "H", "H", "H", "H", "H", "H", "H", "H", "H", "H", "C", "Cl", "Cl", "Cl", "H", "C", "Cl", "Cl", "Cl", "H", "C", "Cl", "Cl", "Cl", "H", "C", "Cl", "Cl", "Cl", "H", "C", "Cl", "Cl", "Cl", "H", "C", "Cl", "Cl", "Cl", "H", "C", "Cl", "Cl", "Cl", "H", "C", "Cl", "Cl", "Cl", "H", "C", "Cl", "Cl", "Cl", "H", "C", "Cl", "Cl", "Cl", "H", "C", "Cl", "Cl", "Cl", "H", "C", "Cl", "Cl", "Cl", "H"],
  "positions_angstrom": [[-5.527, 4.537, -2.607], [-4.218, 5.362, -2.090], [-4.349, 5.430, -0.478], [-2.889, 5.364, 0.207], [-2.783, 4.118, 1.246], [-1.276, 3.574, 1.186], [-1.127, 2.200, 0.312], [-0.994, 2.742, -1.571], [-0.113, 1.428, 0.919], [0.844, 0.794, 0.066], [2.063, 1.717, -0.408], [2.202, 3.129, 0.341], [1.312, -0.561, 0.873], [1.825, -1.624, -0.210], [3.010, -1.250, -0.958], [2.624, -1.228, -2.372], [2.471, -0.029, 1.866], [3.907, -0.579, 1.930], [5.020, -0.089, 2.872], [4.759, 0.934, 3.819], [3.437, 1.438, 3.819], [2.230, 1.097, 2.937], [0.254, -1.163, 1.714], [0.822, -2.136, 2.734], [0.768, -1.541, 4.251], [-0.141, -0.426, 4.245], [-0.770, -1.978, 1.029], [-1.589, -1.355, -0.178], [-2.779, -2.420, -0.519], [-3.042, -2.545, -2.127], [-4.167, -1.474, -2.512], [-3.956, -0.723, -3.909], [-2.850, -1.225, -4.718], [-2.585, -0.148, -5.642], [-1.488, 0.978, -5.403], [-3.282, -0.055, -6.687], [-5.274, 3.434, -2.730], [-5.911, 4.953, -3.606], [-6.356, 4.699, -1.824], [-4.227, 6.438, -2.468], [-3.261, 4.830, -2.440], [-4.816, 6.429, -0.188], [-4.955, 4.552, -0.068], [-2.724, 6.338, 0.793], [-2.030, 5.319, -0.558], [-2.952, 4.546, 2.299], [-3.578, 3.321, 1.068], [-0.875, 3.313, 2.221], [-0.528, 4.334, 0.740], [-2.147, 1.673, 0.457], [0.399, 0.349, -0.906], [3.088, 1.230, -0.423], [1.845, 1.988, -1.514], [3.312, 3.393, 0.523], [1.642, 3.221, 1.325], [1.813, 3.958, -0.357], [1.027, -1.872, -1.008], [2.050, -2.626, 0.315], [3.469, -0.822, -3.033], [2.352, -2.298, -2.717], [1.725, -0.533, -2.555], [4.199, -1.438, 1.219], [6.081, -0.527, 2.843], [3.228, 2.242, 4.618], [1.205, 1.604, 3.055], [0.154, -3.079, 2.802], [1.844, -2.550, 2.449], [1.814, -1.209, 4.603], [0.371, -2.316, 5.002], [-1.572, -2.242, 1.823], [-0.374, -3.013, 0.680], [-2.125, -0.422, 0.194], [-1.028, -1.212, -1.158], [-2.618, -3.431, -0.016], [-3.763, -1.976, -0.102], [-2.032, -2.396, -2.632], [-3.422, -3.604, -2.292], [-5.162, -2.062, -2.597], [-4.359, -0.669, -1.720], [-4.905, -0.829, -4.556], [-3.826, 0.400, -3.735], [-0.579, 0.646, -4.800], [-1.090, 1.405, -6.398], [-1.933, 1.890, -4.851], [6.134, 1.332, -2.569], [4.465, 1.765, -2.968], [6.432, 1.552, -0.838], [6.481, -0.335, -3.053], [6.800, 1.993, -3.119], [-1.332, 7.215, -4.553], [-2.991, 7.691, -4.945], [-1.022, 7.411, -2.822], [-1.030, 5.545, -5.055], [-0.652, 7.865, -5.099], [8.827, 0.859, 1.467], [7.963, 2.016, 2.487], [10.544, 1.273, 1.371], [8.617, -0.788, 2.082], [8.407, 0.905, 0.464], [-4.214, -6.806, -2.656], [-5.320, -7.869, -1.776], [-5.093, -5.452, -3.381], [-2.941, -6.214, -1.578], [-3.747, -7.379, -3.455], [2.896, 5.394, -3.431], [1.422, 4.460, -3.115], [2.543, 7.128, -3.393], [4.162, 4.999, -2.259], [3.259, 5.140, -4.425], [-3.185, -6.483, 2.176], [-4.638, -7.390, 2.620], [-3.506, -4.742, 2.185], [-1.848, -6.874, 3.267], [-2.899, -6.771, 1.166], [-7.766, -2.446, -4.974], [-7.318, -0.819, -5.504], [-7.012, -3.666, -6.010], [-7.313, -2.703, -3.280], [-8.846, -2.545, -5.057], [-8.703, -9.095, 0.389], [-9.856, -9.454, 1.683], [-7.317, -8.197, 1.022], [-8.169, -10.587, -0.399], [-9.203, -8.476, -0.353], [6.771, -2.398, 5.978], [5.614, -3.463, 6.791], [5.936, -1.016, 5.256], [8.017, -1.851, 7.110], [7.255, -2.963, 5.183], [-1.989, -2.534, 6.312], [-2.592, -3.218, 4.795], [-2.797, -1.001, 6.669], [-2.211, -3.679, 7.643], [-0.923, -2.341, 6.201], [12.157, 3.218, -1.869], [13.473, 2.286, -2.595], [11.902, 4.729, -2.754], [10.668, 2.263, -1.827], [12.435, 3.463, -0.846], [2.436, -1.668, 8.866], [2.810, -0.477, 7.612], [1.322, -2.897, 8.243], [3.918, -2.422, 9.470], [1.950, -1.154, 9.693]],
  "e_tot_ha": -21210.96776,
  "orbital_gap_ha": 0.327,
  "largest_force_ev_per_a": 4.80,
  "lumo_ha": 0.0053
}

***

No. 2
{
  "formula": "C40H61N2O10P3RbS",
  "method": "ωB97M-V/def2-TZVPD",
  "species": ["Rb", "C", "C", "O", "C", "C", "O", "C", "C", "O", "C", "C", "O", "H", "H", "H", "H", "H", "H", "H", "H", "H", "H", "H", "H", "H", "H", "H", "H", "C", "C", "C", "O", "P", "O", "C", "P", "O", "O", "C", "C", "C", "O", "C", "C", "C", "O", "C", "C", "C", "H", "H", "H", "H", "H", "H", "H", "H", "H", "H", "H", "H", "H", "H", "H", "H", "H", "H", "H", "H", "H", "H", "H", "H", "H", "H", "H", "H", "H", "H", "S", "C", "N", "N", "P", "C", "C", "C", "C", "C", "C", "C", "C", "C", "C", "C", "C", "C", "C", "C", "C", "C", "C", "H", "H", "H", "H", "H", "H", "H", "H", "H", "H", "H", "H", "H", "H", "H"],
  "positions_angstrom": [[1.783, 0.549, -0.285], [3.832, 2.957, -3.010], [2.595, 3.686, -2.468], [1.432, 2.918, -2.351], [0.714, 2.607, -3.510], [1.220, 1.351, -4.245], [1.552, 0.397, -3.282], [2.205, -0.737, -3.783], [2.764, -1.530, -2.600], [3.505, -0.775, -1.688], [4.826, -0.427, -2.009], [4.934, 0.883, -2.807], [4.067, 1.822, -2.230], [4.692, 3.653, -2.971], [3.689, 2.675, -4.066], [2.422, 4.581, -3.090], [2.812, 3.984, -1.441], [0.694, 3.454, -4.216], [-0.301, 2.412, -3.156], [2.102, 1.588, -4.866], [0.433, 0.984, -4.927], [3.008, -0.437, -4.476], [1.505, -1.381, -4.335], [3.334, -2.388, -2.984], [1.909, -1.886, -2.012], [5.334, -1.228, -2.566], [5.305, -0.298, -1.026], [4.661, 0.722, -3.866], [5.980, 1.242, -2.790], [-0.562, 5.212, -0.063], [-0.533, 5.095, 1.455], [-1.613, 5.958, 2.099], [-0.796, 3.757, 1.901], [0.233, 2.550, 1.620], [1.199, 2.822, 0.557], [-0.880, 1.139, 1.360], [-2.480, 1.749, 0.765], [-2.517, 2.776, -0.277], [-3.299, 2.228, 2.073], [-4.233, 1.409, 2.771], [-5.443, 2.279, 3.100], [-3.600, 0.798, 4.016], [-3.229, 0.383, 0.369], [-3.811, 0.237, -0.925], [-4.949, -0.766, -0.783], [-2.751, -0.213, -1.916], [1.021, 2.213, 2.958], [0.930, 2.633, 4.308], [-0.492, 2.526, 4.844], [1.491, 4.047, 4.440], [-0.404, 6.251, -0.352], [-1.520, 4.859, -0.434], [0.219, 4.592, -0.490], [0.461, 5.396, 1.820], [-2.578, 5.666, 1.695], [-1.429, 7.008, 1.890], [-1.626, 5.798, 3.174], [-1.021, 0.566, 2.271], [-0.462, 0.474, 0.598], [-4.550, 0.594, 2.111], [-5.127, 3.158, 3.656], [-6.159, 1.713, 3.691], [-5.920, 2.612, 2.181], [-3.237, 1.575, 4.684], [-2.770, 0.162, 3.721], [-4.332, 0.188, 4.541], [-4.216, 1.211, -1.233], [-4.579, -1.675, -0.314], [-5.354, -1.004, -1.764], [-5.740, -0.350, -0.161], [-2.138, -0.996, -1.470], [-2.093, 0.616, -2.158], [-3.214, -0.574, -2.833], [1.591, 1.930, 4.836], [-1.170, 3.098, 4.213], [-0.541, 2.906, 5.864], [-0.805, 1.485, 4.848], [0.770, 4.780, 4.083], [2.395, 4.125, 3.842], [1.740, 4.263, 5.476], [3.578, -0.008, 3.068], [4.526, -0.384, 1.818], [5.267, -0.678, 0.965], [0.071, -1.412, -0.580], [0.158, -2.908, -0.435], [1.533, -3.825, 0.409], [1.402, -5.177, 0.717], [2.449, -5.864, 1.298], [3.638, -5.206, 1.581], [3.773, -3.861, 1.282], [2.720, -3.175, 0.700], [-1.236, -3.679, 0.509], [-1.298, -3.194, 1.813], [-2.350, -3.517, 2.643], [-3.382, -4.314, 2.167], [-3.336, -4.792, 0.868], [-2.273, -4.475, 0.040], [0.121, -3.902, -2.010], [-0.914, -3.565, -2.878], [-1.000, -4.113, -4.143], [-0.018, -4.989, -4.581], [1.038, -5.303, -3.743], [1.115, -4.758, -2.473], [0.475, -5.686, 0.485], [2.343, -6.917, 1.528], [4.456, -5.751, 2.036], [4.691, -3.334, 1.497], [2.818, -2.122, 0.464], [-0.481, -2.565, 2.152], [-2.376, -3.154, 3.664], [-4.213, -4.570, 2.811], [-4.136, -5.422, 0.496], [-2.233, -4.870, -0.968], [-1.655, -2.860, -2.529], [-1.828, -3.857, -4.792], [-0.078, -5.425, -5.571], [1.809, -5.986, -4.081], [1.946, -5.018, -1.832]],
  "e_tot_ha": -3869.25564,
  "orbital_gap_ha": 0.232,
  "charge": -1,
  "largest_force_ev_per_a": 1.72,
  "lumo_ha": 0.0709
}